Computed, not measured: C34H34I2N8O3STi as an isolated structure at a distorted geometry, with wB97M-V/def2-TZVPD.

```
83
Properties=species:S:1:pos:R:3:forces:R:3
H -0.0012 -0.1013 -1.8798 0.064 0.037 -0.142
H -5.0826 -3.1788 -0.1046 -0.055 -0.080 0.006
H -5.3513 -1.0407 1.1532 -0.067 0.013 0.046
N -2.2754 -0.5061 -0.0904 -0.228 -0.076 0.053
C -3.4845 0.9676 1.3601 -0.235 -0.112 -0.166
C -2.1426 -1.6517 -0.7642 -0.164 -0.061 -0.245
H 4.7516 2.3355 -2.9759 -0.026 -0.066 -0.020
H -1.7239 1.5116 -1.3093 0.081 0.087 -0.106
C 2.3700 -4.2904 -1.4216 -0.110 -0.005 -0.130
C 0.7470 -0.5086 -2.5599 -0.210 -0.106 -0.007
H 6.5387 3.8841 -2.4230 0.095 0.002 -0.007
H -4.6811 -1.4399 4.5174 -0.092 0.076 0.047
H -2.9306 -3.5435 -1.3546 0.000 -0.067 -0.028
H -3.3234 -5.1160 2.7912 -0.014 -0.021 -0.002
C 2.9090 4.8185 -1.7150 0.564 0.592 0.223
I -5.7614 -4.3276 4.6004 0.393 0.198 -0.224
H -4.4646 1.0729 1.8498 0.225 0.069 -0.117
H 2.2767 -5.8049 -3.8044 0.064 -0.035 -0.077
C 0.6315 4.2445 0.9907 -0.041 -0.196 0.505
N 0.1865 4.0855 -0.2944 -0.178 -0.519 0.178
H 2.8596 -5.2231 -1.1851 0.093 -0.136 0.029
C 3.1676 3.5810 -2.2838 -0.038 -0.203 -0.113
C -2.1432 -3.3757 2.4006 0.638 0.317 -0.437
H 3.9940 -2.5067 0.8244 0.067 0.026 0.043
C 1.8097 -2.0155 -0.8224 0.106 -0.432 -0.989
Ti -0.4913 0.1801 1.4563 -2.520 2.814 0.563
H 1.1424 5.1287 1.3112 0.160 0.170 0.042
H 0.9226 -6.2211 -2.7768 -0.055 -0.061 0.007
C -2.9109 -1.2892 3.3345 0.524 -0.070 -0.185
H 2.7648 -3.5428 1.5445 -0.020 0.004 0.144
C 1.0650 -2.9654 -2.9234 0.011 -0.005 -0.022
C -3.4255 -0.3156 0.5733 -0.306 0.101 -0.218
C -3.2083 -4.0534 2.9474 -0.095 -0.073 0.143
H 2.3766 2.8890 -2.5286 -0.079 -0.124 -0.053
C 3.9453 5.7243 -1.3813 -0.637 -1.156 -0.463
H 4.0287 -4.2449 0.5331 0.031 -0.040 0.050
H 0.1550 4.6130 -2.3131 0.034 0.049 0.188
C -2.7577 0.1935 3.5562 -0.033 -0.138 0.532
H -3.3245 1.8167 0.6830 -0.048 -0.143 0.177
C 2.5169 -3.2275 -0.5581 -0.246 0.386 0.156
N 2.1196 6.6735 -0.7973 -1.173 0.531 0.328
H 6.0654 6.0864 -1.3788 0.153 0.113 0.025
H 2.0910 -1.3545 1.2012 -0.218 0.063 -0.153
C -1.1495 2.4004 -1.5743 0.056 -0.050 -0.014
H 0.5395 -2.8695 -3.8642 -0.010 0.082 -0.088
H -0.2009 5.9480 -1.1686 0.177 -0.205 -0.121
I -0.7105 -4.3228 1.1910 -0.110 -0.261 0.254
N -2.3893 0.9310 2.3361 -0.241 0.542 0.313
C 1.3405 -5.4285 -3.3957 0.013 0.004 -0.056
H -3.7032 0.5853 3.9638 0.240 -0.046 -0.042
C 1.5824 -4.2105 -2.5691 0.102 0.170 0.259
C 4.4913 3.2825 -2.5257 -0.142 -0.047 -0.022
C -4.1129 -3.3390 3.7196 -0.499 -0.231 0.218
C 0.4153 5.0572 -1.3476 -0.288 0.326 -0.160
C 3.3756 -3.3851 0.6554 -0.033 -0.028 0.132
O 0.7989 -0.1081 0.2567 3.338 -1.583 -2.850
H 0.6568 -5.2228 -4.2139 -0.029 -0.036 -0.083
H 0.3323 -0.5572 -3.5642 -0.004 -0.002 -0.065
H 1.5962 0.1774 -2.5624 -0.033 0.075 0.014
O -0.9577 -1.4051 1.9817 -0.133 -1.831 0.598
N -0.3964 2.2731 0.8081 -0.025 0.469 -0.374
H -1.9625 0.3737 4.2937 -0.202 0.029 -0.192
C 1.2043 -1.8624 -2.1054 -0.028 0.131 0.408
N 3.3653 6.8272 -0.8253 0.645 0.625 0.258
S 1.1958 -0.2045 3.9240 -0.479 -0.042 -0.623
H -0.4552 2.1421 -2.3740 -0.003 -0.023 -0.068
C 5.5226 4.1769 -2.2081 0.212 0.032 0.014
H -1.2214 -1.7930 -1.3102 0.106 -0.042 0.091
C -1.9604 -1.9947 2.5678 -1.417 -1.251 0.894
H 0.4507 2.8594 2.6907 0.007 0.061 -0.132
H -1.8274 3.1676 -1.9500 -0.050 -0.038 -0.012
N 1.7737 5.4808 -1.3368 0.604 -0.296 -0.370
O 1.4113 -1.5131 3.2980 0.615 -0.280 0.600
C -0.4322 2.8847 -0.3657 -0.288 0.073 -0.298
C 0.2711 3.1213 1.6620 0.297 0.752 0.217
C -3.9651 -1.9766 3.9138 0.015 -0.099 -0.074
H -2.1577 1.8823 2.6243 -0.055 -0.169 -0.099
C -3.1162 -2.6375 -0.7998 -0.089 0.219 -0.021
N 0.3126 0.6920 3.0984 1.186 0.442 1.638
C 1.6119 -1.1141 0.2472 0.061 0.502 0.547
C -4.4551 -1.2438 0.5870 0.014 0.026 -0.275
C 5.2760 5.4009 -1.6325 -0.114 0.004 0.019
C -4.3015 -2.4344 -0.1092 0.176 0.275 -0.011
```
Forces are in eV/Å.

Summary:
- charge = +1
- spin multiplicity = 2
- calculated total energy (a.u.) = -3822.72983
- HOMO level (spin up / spin down) (eV) = -9.03 / -10.56
- HOMO-LUMO gap (spin up / spin down) (eV) = 5.4 / 7.1
- expectation value of S² = 0.781

Atomic partial charges in e from the Mulliken method, atoms 1 to 2: atom 1 (H): -0.257, atom 2 (H): 0.466

Computed, not measured: C34H34N9O11PtS3 as an isolated structure at a distorted geometry, with wB97M-V/def2-TZVPD.

```
92
Properties=species:S:1:pos:R:3:forces:R:3
C -2.0169 -1.7621 -4.3030 -0.061 0.039 -0.247
H -3.0184 -0.2225 2.1983 0.001 0.011 0.102
Pt -0.1365 0.7260 0.2881 -1.501 -0.486 -0.488
C -2.3550 1.7734 -1.8229 -0.418 -0.851 -2.617
C -0.5465 4.1148 3.3494 -0.079 -0.156 -0.019
S 1.3776 3.3965 -1.6251 -0.705 1.212 -1.185
H -2.0241 -2.6561 -4.9118 0.014 0.051 0.011
H -2.7029 1.5545 -4.4539 0.034 0.036 0.003
C -2.3664 0.6126 -4.0467 0.061 -0.236 -0.360
H -1.1596 4.9222 3.7172 -0.093 0.020 -0.091
C -1.0144 3.2428 2.3843 -0.434 0.517 0.381
N -1.9991 -2.9085 3.0447 -0.283 -0.612 0.330
H -1.0288 4.8900 -2.2772 -0.112 0.093 0.068
H -1.2402 0.2380 3.7029 0.018 -0.065 -0.017
O 3.9128 1.6366 2.5314 0.041 -0.057 0.049
C 3.4815 -0.7681 -2.2914 0.190 1.013 -0.347
H 1.1414 4.5646 4.6074 0.018 0.120 0.090
C -1.6886 -0.6907 -2.1064 -0.579 -0.015 -1.803
H 3.3354 -4.1824 2.0804 0.009 -0.116 -0.085
C 3.0997 -0.8650 2.6093 0.323 0.380 -0.269
H -1.2321 -2.2796 4.9170 -0.004 -0.115 -0.124
C -1.7464 -1.8501 4.0569 0.162 0.602 0.586
H 0.7311 -1.8706 1.5319 -0.075 -0.119 0.106
N -1.9428 3.5043 -6.5058 -0.248 0.102 -0.466
O -1.6987 -3.2679 -1.1438 -0.131 -0.228 0.224
H -2.6509 -0.8150 0.5831 -0.081 -0.087 0.159
C -0.3409 -2.0683 1.4874 0.082 -0.377 -0.250
C -0.7218 -3.2643 2.3793 0.840 -0.213 -0.406
H 1.6189 2.0964 -4.0997 0.066 -0.108 -0.192
H 2.5474 2.7689 3.6704 -0.013 0.014 0.088
H 2.7694 0.0806 4.4848 -0.030 0.163 0.175
C 2.8864 -4.5723 4.7132 0.088 -0.036 0.014
N -1.5990 -3.1452 -2.3605 0.162 -0.626 -0.068
H 0.0304 -3.4666 3.1437 -0.118 0.027 0.087
C -0.0482 2.6906 -5.2998 0.020 0.053 0.140
C 2.9255 -3.2705 3.9736 -0.019 -0.028 -0.038
C -0.7620 4.3015 -3.1398 -0.005 0.168 -0.028
H 0.2041 2.0591 -6.1369 0.089 -0.082 -0.107
O -1.9730 1.7567 -0.6201 0.802 0.338 2.255
O -3.0026 2.6573 -2.3615 -0.089 0.214 0.660
N -1.0576 -0.8747 1.9353 0.179 0.479 -0.473
C 2.4246 -1.2971 -1.5893 -1.087 0.061 0.353
H -1.8231 2.7494 -7.1644 -0.096 0.168 0.128
O -2.3920 0.7113 -6.7601 -0.082 0.104 -0.121
O -2.6084 -1.4207 -6.9200 -0.065 -0.247 -0.196
H 4.3054 -1.3038 -2.7217 0.185 -0.101 -0.032
H 2.4742 -4.4499 5.7122 -0.009 -0.038 0.043
C 1.8400 0.8285 -1.5289 0.973 1.049 -1.144
H -3.9668 -2.4137 2.3960 0.084 -0.074 0.175
O 3.6000 0.4265 0.4018 0.157 -0.066 0.315
O -1.3082 -0.8071 -0.9083 0.833 0.639 1.727
C 0.3743 3.5084 -3.0913 0.597 -0.088 0.940
C 2.7663 -2.0640 4.6514 -0.001 0.040 -0.169
C -1.5284 4.3213 -4.2834 0.323 -0.067 -0.177
C 0.9910 2.0640 2.3610 -0.263 1.042 1.253
H -1.9958 3.3266 1.9424 -0.112 0.092 -0.053
N 1.0510 1.8183 -1.2312 0.039 -1.011 0.717
H -2.8946 -3.0594 1.1424 0.081 -0.121 0.125
H -0.6223 -2.2599 0.4508 0.085 0.009 0.172
N 1.5688 1.0244 1.7282 0.661 -0.581 -0.935
S 3.3617 0.9324 -2.4027 0.344 -0.859 -0.317
H 3.4749 -2.0089 0.8618 0.063 -0.069 -0.126
C 2.8579 -0.8619 3.9697 0.032 0.017 0.100
H 2.6064 -2.0672 5.7209 -0.031 0.000 0.067
C -0.8998 -0.7468 3.3774 0.126 0.210 0.299
C -2.4869 -0.9939 1.6437 -0.380 0.039 -0.306
C -1.1961 3.5075 -5.3844 0.295 0.152 0.553
N -0.2828 2.2282 1.9566 0.689 -0.494 -0.624
C 3.2613 -2.0499 1.9178 0.135 0.019 -0.020
C 0.7406 3.9128 3.8478 -0.147 -0.133 -0.241
O 0.8670 4.2033 -0.5662 -0.123 -0.181 -0.005
H -2.7091 -1.4645 4.3980 0.021 -0.131 -0.105
C 0.7284 2.7016 -4.1666 -0.068 0.041 -0.262
H 2.3029 -5.3187 4.1763 -0.017 -0.068 -0.003
H 0.1601 -0.8382 3.6276 -0.084 -0.025 -0.026
C -2.9468 -2.4063 2.0146 -0.587 0.382 -0.612
C -2.2579 -0.5207 -4.8673 0.091 -0.134 1.500
H -2.3956 -3.7345 3.4983 0.097 0.141 -0.055
C -2.0879 0.5403 -2.7080 0.280 -0.023 0.886
H 3.9016 -4.9577 4.8105 -0.004 -0.109 0.070
C 1.5269 2.8952 3.3568 -0.065 0.065 -0.077
H -2.8407 3.9596 -6.5067 0.094 -0.044 0.009
O 2.7737 3.4492 -1.9565 0.011 -0.104 -0.079
O -1.3652 -4.0768 -3.0993 0.085 -0.275 -0.126
H 2.2691 -2.3391 -1.3645 0.083 -0.160 -0.028
H -2.3992 4.9530 -4.3410 -0.174 0.045 0.068
S 3.1751 0.6974 1.7455 -0.786 -0.536 0.306
N 1.5105 -0.4102 -1.1808 -0.040 -0.959 0.363
C 3.1813 -3.2500 2.6030 -0.142 0.057 0.143
N -2.4435 -0.4079 -6.2803 0.033 -0.033 -0.475
C -1.7765 -1.8587 -2.9427 -0.084 1.302 0.047
H -0.8568 -4.1605 1.7729 -0.162 0.014 0.110
```
Forces are in eV/Å.

Summary:
- charge = +1
- spin multiplicity = 5
- calculated total energy (a.u.) = -3949.80846
- HOMO level (spin up / spin down) (eV) = -10.07 / -10.00
- HOMO-LUMO gap (spin up / spin down) (eV) = 7.2 / 4.4
- expectation value of S² = 6.032

Atomic partial charges in e from the Mulliken method, atoms 1 to 2: atom 1 (C): -0.371, atom 2 (H): 0.656

- calculated total energy of number 1 (C34H34I2N8O3STi)?
  -3822.72983 a.u.